Record 1
Computed, not measured: a structure of composition C12H33CrN3O7P in a non-equilibrium geometry, with ωB97M-V/def2-TZVPD.

Its energy above the lowest of the compared OMol25 structures with the same formula, charge and spin is 69.8 kJ/mol. Its calculated total energy is -2553.75273 Ha. The max |F| comes out at 4.1 eV Å⁻¹. Its expectation value of S² is 8.77. Its spin multiplicity is 6. As for the LUMO energy (spin up / spin down): 4.60 / 4.54 eV. Its HOMO-LUMO gap (spin up / spin down) is 2.30 / 5.25 eV. As for the net charge: -2. The molar mass is 414.38 g mol⁻¹.

The geometry in XYZ format:
```
57
C12H33CrN3O7P, DFT ωB97M-V/def2-TZVPD
Cr 1.622 0.072 -0.518
P 3.743 -0.614 -1.843
O 3.256 -1.749 -2.738
O 5.248 -0.379 -2.092
O 3.334 -1.032 -0.368
O 2.823 0.640 -2.024
C -0.716 -3.081 -2.957
C -0.778 -1.696 -2.208
C -2.128 -1.500 -1.572
O -2.387 -2.652 -0.675
C -3.606 -2.494 0.118
N 0.347 -1.646 -1.348
H 0.132 -3.191 -3.632
H -1.717 -3.171 -3.379
H -0.550 -3.899 -2.256
H -0.645 -0.896 -2.936
H -2.922 -1.211 -2.260
H -2.115 -0.667 -0.868
H -3.991 -3.324 0.711
H -4.502 -2.214 -0.435
H -3.444 -1.669 0.812
H 1.134 -1.941 -1.907
H 0.281 -2.398 -0.678
C 2.201 -1.198 3.641
C 1.810 -0.257 2.458
C 2.741 0.942 2.102
O 2.086 1.543 0.920
C 2.531 2.887 0.540
N 1.435 -1.094 1.335
H 3.184 -1.666 3.575
H 1.455 -1.987 3.725
H 2.388 -0.799 4.638
H 0.884 0.271 2.686
H 3.704 0.515 1.821
H 2.734 1.587 2.981
H 3.616 2.791 0.501
H 2.382 3.523 1.413
H 1.987 3.302 -0.310
H 1.197 -1.986 1.744
H 2.327 -1.334 0.926
C -2.027 2.750 -1.454
C -0.852 2.412 -0.475
C -1.241 1.845 0.911
O -2.424 1.058 0.839
C -3.539 1.336 1.681
N 0.004 1.470 -1.196
H -2.598 1.822 -1.465
H -1.722 3.023 -2.464
H -2.594 3.491 -0.891
H -0.222 3.293 -0.351
H -1.424 2.721 1.534
H -0.468 1.300 1.453
H -4.343 0.606 1.584
H -3.879 2.370 1.619
H -3.234 1.287 2.726
H 0.246 1.912 -2.071
H -0.766 0.976 -1.624
```



Record 2
Computed, not measured: the ion C7H11N2O3 with charge +1 in a non-equilibrium geometry, with ωB97M-V/def2-TZVPD.

Its energy above the lowest of the compared OMol25 structures with the same formula, charge and spin is 1017.1 kJ/mol. Its calculated total energy is -607.91916 Ha. The max |F| comes out at 4.8 eV Å⁻¹. Its spin multiplicity is 1. As for the LUMO energy: -6.91 eV. Its HOMO-LUMO gap is 6.27 eV. As for the net charge: +1. The molar mass is 171.18 g mol⁻¹.

The geometry in XYZ format:
```
23
C7H11N2O3, DFT ωB97M-V/def2-TZVPD
C 3.486 0.140 0.270
C -1.230 -1.093 -0.337
C -0.702 -0.966 1.102
C -0.993 0.095 -1.332
C 0.639 -0.155 1.145
C -0.028 1.073 -1.016
C 0.692 1.122 0.293
N 3.183 1.336 0.004
N 4.649 -0.495 -0.174
O 5.621 -0.550 0.523
O 4.428 -0.975 -1.287
O 1.910 1.843 0.400
H -0.682 -1.824 -0.925
H -2.318 -1.400 -0.051
H -1.251 -0.483 1.901
H -0.566 -2.088 1.494
H -0.629 -0.277 -2.395
H -1.866 0.630 -1.705
H 0.947 0.032 2.121
H 1.494 -0.873 0.950
H 0.265 1.638 -1.779
H 0.010 1.879 0.788
H 3.811 1.926 -0.480
```



Record 3
Computed, not measured: an isolated molecule of C26H28N4O5 in a non-equilibrium geometry, with ωB97M-V/def2-TZVPD.

As for the SMILES: CC(C)OCCCN1CC(=O)N2[C@@H](c3cccc([N+](=O)[O-])c3)c3[nH]c4ccccc4c3C[C@H]2C1=O. Its energy above the lowest of the compared OMol25 structures with the same formula, charge and spin is 172.6 kJ/mol. Its calculated total energy is -1602.76047 Ha. The max |F| comes out at 1.3 eV Å⁻¹. Its spin multiplicity is 1. As for the LUMO energy: -0.58 eV. Its HOMO-LUMO gap is 7.54 eV. As for the net charge: 0. The molar mass is 476.53 g mol⁻¹.

The geometry in XYZ format:
```
63
C26H28N4O5, DFT ωB97M-V/def2-TZVPD
C 3.454 -1.618 -1.160
H 2.704 -2.266 -0.712
H 3.749 -2.026 -2.122
H 3.013 -0.638 -1.329
C 4.672 -1.534 -0.236
C 5.518 -2.799 -0.339
H 4.902 -3.664 -0.110
H 5.925 -2.902 -1.340
H 6.334 -2.756 0.377
O 4.308 -1.423 1.130
C 3.666 -0.229 1.498
C 3.273 -0.349 2.967
H 4.161 -0.620 3.539
C 2.219 -1.441 3.165
N 0.904 -1.042 2.705
C 0.370 -1.537 1.574
O 0.907 -2.356 0.857
C -1.026 -0.964 1.274
N -1.008 0.481 1.467
C -0.451 0.989 2.585
O -0.436 2.171 2.857
C 0.154 -0.085 3.482
H 0.805 0.394 4.213
H -0.666 -0.581 4.023
C -1.684 1.415 0.574
C -2.777 0.701 -0.145
C -2.688 -0.613 -0.500
C -3.899 -0.946 -1.173
C -4.403 -2.109 -1.755
C -5.650 -2.065 -2.335
C -6.405 -0.888 -2.350
C -5.933 0.276 -1.784
C -4.676 0.241 -1.195
N -3.970 1.228 -0.560
H -4.281 2.175 -0.426
H -6.516 1.185 -1.798
H -7.379 -0.896 -2.816
H -6.060 -2.954 -2.790
H -3.822 -3.019 -1.748
C -1.481 -1.396 -0.126
H -1.680 -2.467 -0.112
H -0.671 -1.225 -0.841
C -0.741 2.035 -0.441
C -1.160 3.160 -1.134
C -0.333 3.727 -2.092
C 0.920 3.196 -2.372
C 1.333 2.077 -1.676
C 0.509 1.498 -0.723
H 0.848 0.624 -0.189
H 2.304 1.651 -1.877
H 1.541 3.664 -3.120
N -0.791 4.892 -2.810
O -0.025 5.407 -3.595
O -1.917 5.282 -2.585
H -2.119 3.615 -0.940
H -2.080 2.223 1.205
H -1.723 -1.400 2.011
H 2.148 -1.714 4.222
H 2.512 -2.317 2.582
H 2.906 0.615 3.322
H 4.340 0.631 1.349
H 2.766 -0.060 0.891
H 5.286 -0.657 -0.513
```



Record 4
Computed, not measured: a cluster of 2 separate species, CH6N2O2 in total in a non-equilibrium geometry, with ωB97M-V/def2-TZVPD.

As for the SMILES: NC(N)=O.O. Its energy above the lowest of the compared OMol25 structures with the same formula, charge and spin is 140.7 kJ/mol. Its calculated total energy is -301.69052 Ha. The max |F| comes out at 4.2 eV Å⁻¹. Its spin multiplicity is 1. As for the LUMO energy: 0.55 eV. Its HOMO-LUMO gap is 10.08 eV. As for the net charge: 0. The molar mass is 78.07 g mol⁻¹.

The geometry in XYZ format:
```
11
CH6N2O2, DFT ωB97M-V/def2-TZVPD
N -0.192 0.456 -0.705
C -0.575 0.421 0.630
N 0.097 1.339 1.474
O -1.372 -0.301 1.232
H 0.338 1.281 -1.127
H -0.633 -0.193 -1.350
H 1.051 1.361 1.255
H -0.406 1.341 2.487
H 1.189 -1.450 -1.509
H 0.201 -2.334 -0.779
O 0.302 -1.920 -1.608
```



Record 5
Computed, not measured: a structure of composition C2H8CsN4O2 in a non-equilibrium geometry, with ωB97M-V/def2-TZVPD.

Its calculated total energy is -470.06381 Ha. The max |F| comes out at 4.0 eV Å⁻¹. Its expectation value of S² is 0.77. Its spin multiplicity is 2. As for the LUMO energy (spin up / spin down): -6.93 / -13.35 eV. Its HOMO-LUMO gap (spin up / spin down) is 8.47 / 2.06 eV. As for the net charge: +2. The molar mass is 253.02 g mol⁻¹.

The geometry in XYZ format:
```
17
C2H8CsN4O2, DFT ωB97M-V/def2-TZVPD
Cs 1.244 0.614 1.221
C -2.356 2.320 0.995
O -1.533 1.502 1.256
N -2.263 3.620 1.272
N -3.304 2.046 0.132
H -1.507 3.864 1.895
H -2.828 4.292 0.773
H -3.280 1.119 -0.268
H -3.897 2.766 -0.257
C 2.195 -2.285 -0.963
O 1.704 -1.187 -1.094
N 2.454 -2.853 0.210
N 2.696 -3.012 -1.954
H 2.931 -3.721 0.407
H 1.835 -2.643 0.980
H 3.307 -3.777 -1.706
H 2.603 -2.666 -2.898
```



Record 6
Computed, not measured: an isolated molecule of C3H3F3OS in a non-equilibrium geometry, with ωB97M-V/def2-TZVPD.

As for the SMILES: O[C@H](C=S)C(F)(F)F. Its energy above the lowest of the compared OMol25 structures with the same formula, charge and spin is 34.2 kJ/mol. Its calculated total energy is -889.06389 Ha. The max |F| comes out at 5.4 eV Å⁻¹. Its spin multiplicity is 1. As for the LUMO energy: -1.08 eV. Its HOMO-LUMO gap is 8.48 eV. As for the net charge: 0. The molar mass is 144.12 g mol⁻¹.

The geometry in XYZ format:
```
11
C3H3F3OS, DFT ωB97M-V/def2-TZVPD
C 0.064 0.409 -0.372
C -1.256 -0.382 -0.364
C 1.238 -0.273 0.100
H -0.578 2.259 0.407
H 0.329 0.311 -1.375
H -0.938 -1.320 -0.936
O 0.004 1.834 -0.242
F 1.500 -0.247 1.474
F 1.238 -1.464 -0.572
F 2.383 0.453 -0.391
S -2.825 -0.195 0.192
```



Which value of molar mass does entry 5 give? 253.02 g mol⁻¹



Among the records above, which one has the lowest molar mass? CH6N2O2